Record 1
This record from the OMol25 dataset describes a 8-piece molecular cluster, C32H64O24 overall. The level of theory is ωB97M-V/def2-TZVPD.

Positions of all 120 atoms, in Å:
C1 6.236 -1.017 -1.321
C2 6.823 -1.565 -0.077
O1 7.534 -0.548 0.671
C3 7.291 -0.307 1.967
O2 6.453 -0.743 2.729
O3 8.178 0.752 2.318
C4 8.182 1.206 3.636
H1 5.502 -0.257 -1.052
H2 5.659 -1.807 -1.802
H3 6.993 -0.625 -2.000
H4 7.582 -2.322 -0.275
H5 6.068 -2.056 0.536
H6 7.138 1.236 3.947
H7 8.540 2.235 3.624
H8 8.795 0.633 4.333
C5 -4.079 -2.897 -6.241
C6 -2.952 -3.819 -5.754
O4 -3.355 -4.450 -4.547
C7 -2.424 -5.196 -3.875
O5 -1.323 -5.621 -4.232
O6 -3.020 -5.500 -2.709
C8 -2.523 -6.452 -1.834
H9 -4.048 -1.914 -5.771
H10 -5.003 -3.442 -6.045
H11 -3.895 -2.787 -7.310
H12 -1.954 -3.388 -5.674
H13 -2.959 -4.627 -6.485
H14 -2.876 -7.432 -2.156
H15 -2.800 -6.198 -0.811
H16 -1.443 -6.589 -1.796
C9 6.219 6.514 0.469
C10 6.188 6.791 1.969
O7 7.475 7.113 2.285
C11 7.754 7.733 3.413
O8 6.861 7.904 4.333
O9 9.063 8.069 3.493
C12 9.503 8.980 4.530
H17 6.996 5.805 0.181
H18 6.076 7.408 -0.138
H19 5.300 5.952 0.302
H20 5.732 6.040 2.614
H21 5.547 7.645 2.186
H22 9.942 8.494 5.402
H23 8.730 9.672 4.863
H24 10.422 9.429 4.154
C13 -7.868 -4.375 0.724
C14 -9.132 -3.647 1.222
O10 -9.453 -4.172 2.499
C15 -9.940 -5.382 2.727
O11 -10.269 -6.230 1.887
O12 -10.077 -5.571 4.088
C16 -10.586 -6.833 4.549
H25 -8.147 -5.429 0.696
H26 -7.021 -4.269 1.401
H27 -7.585 -3.952 -0.240
H28 -9.913 -3.716 0.465
H29 -9.013 -2.565 1.272
H30 -10.693 -6.747 5.630
H31 -9.825 -7.589 4.356
H32 -11.511 -7.087 4.031
C17 -5.075 3.574 1.527
C18 -3.586 3.809 1.497
O13 -2.989 3.273 2.730
C19 -1.636 3.465 2.944
O14 -0.948 4.315 2.365
O15 -1.163 2.479 3.795
C20 0.181 2.326 4.060
H33 -5.403 2.536 1.462
H34 -5.514 4.033 0.641
H35 -5.460 4.120 2.388
H36 -3.431 4.888 1.487
H37 -3.143 3.441 0.572
H38 0.691 3.277 4.216
H39 0.543 1.661 3.275
H40 0.254 1.758 4.988
C21 -3.966 -2.886 5.826
C22 -4.760 -4.235 6.102
O16 -3.795 -5.266 5.819
C23 -4.142 -6.517 5.872
O17 -5.199 -7.051 6.189
O18 -3.068 -7.208 5.631
C24 -3.017 -8.658 5.904
H41 -3.598 -2.836 4.802
H42 -3.069 -2.868 6.444
H43 -4.501 -1.948 5.970
H44 -5.629 -4.413 5.468
H45 -4.964 -4.321 7.169
H46 -3.721 -9.188 5.263
H47 -3.321 -8.960 6.907
H48 -2.014 -9.058 5.751
C25 0.299 1.695 -2.546
C26 -0.458 0.388 -2.668
O19 0.064 -0.665 -1.949
C27 -0.473 -1.001 -0.800
O20 -1.549 -0.524 -0.448
O21 0.241 -1.945 -0.244
C28 -0.126 -2.406 1.032
H49 -0.158 2.135 -1.660
H50 0.163 2.349 -3.407
H51 1.380 1.574 -2.480
H52 -0.280 0.173 -3.722
H53 -1.524 0.579 -2.544
H54 0.059 -1.675 1.819
H55 0.392 -3.348 1.211
H56 -1.193 -2.499 1.238
C29 3.169 7.123 -7.864
C30 4.568 6.484 -7.599
O22 5.170 6.047 -8.845
C31 4.740 4.841 -9.401
O23 4.107 3.950 -8.794
O24 5.149 4.740 -10.736
C32 5.132 3.548 -11.431
H57 2.441 6.444 -8.307
H58 3.386 8.008 -8.463
H59 2.718 7.375 -6.904
H60 4.284 5.661 -6.944
H61 5.149 7.230 -7.056
H62 5.509 2.750 -10.792
H63 5.833 3.634 -12.261
H64 4.158 3.303 -11.856

The calculation puts the energy relative to the best compared isomer or geometry (same formula, charge and spin) at 117.9 kcal/mol. As for the LUMO energy: 0.21 eV. The value obtained for the HOMO-LUMO gap is 10.71 eV. As for the charge: 0.

Mulliken population analysis, charges in e, atoms 1 to 8: -1.06 -0.26 -0.26 0.73 -0.55 -0.32 -0.64 0.29

***

Record 2
This record from the OMol25 dataset describes a 4-piece molecular cluster, C32H65BFN4O7P overall. The level of theory is ωB97M-V/def2-TZVPD.

Positions of all 111 atoms, in Å:
C1 0.952 5.026 6.113
O1 2.361 4.800 6.295
C2 2.812 3.580 5.649
B1 1.873 2.257 5.906
C3 0.812 1.938 4.684
O2 -0.323 1.453 4.990
N1 1.073 2.206 3.251
C4 -0.133 2.005 2.432
O3 -0.358 0.877 1.935
F1 -1.036 3.050 2.135
P1 3.074 0.744 6.059
C5 2.068 -0.577 6.968
O4 3.322 0.219 4.425
H1 0.305 4.546 6.937
H2 0.567 4.784 5.065
H3 0.793 6.162 6.244
H4 2.994 3.679 4.522
H5 3.843 3.339 6.110
H6 1.229 2.342 6.902
H7 1.782 1.577 2.849
H8 1.140 -0.792 6.317
H9 1.711 -0.228 7.990
H10 2.665 -1.552 6.993
H11 4.098 0.653 4.026
C6 -5.986 3.035 0.062
C7 -6.142 1.591 -0.490
C8 -7.274 0.850 0.256
C9 -6.892 0.386 1.658
C10 -5.598 -0.416 1.622
C11 -4.444 0.353 0.945
N2 -4.827 0.889 -0.399
O5 -4.848 -0.152 -1.266
C12 -3.988 1.504 1.871
C13 -3.207 -0.574 0.877
C14 -6.616 1.789 -1.953
H12 -4.939 3.344 0.106
H13 -6.480 3.774 -0.574
H14 -6.418 3.150 1.060
H15 -7.582 -0.030 -0.319
H16 -8.160 1.492 0.324
H17 -6.800 1.240 2.335
H18 -7.694 -0.239 2.065
H19 -5.315 -0.690 2.643
H20 -5.779 -1.360 1.094
H21 -3.202 2.099 1.400
H22 -3.580 1.109 2.806
H23 -4.794 2.177 2.163
H24 -3.411 -1.511 0.352
H25 -2.872 -0.851 1.880
H26 -2.370 -0.076 0.379
H27 -5.850 2.291 -2.553
H28 -7.519 2.405 -1.985
H29 -6.873 0.847 -2.443
C15 -0.752 0.919 -2.700
C16 0.607 1.292 -2.044
C17 0.436 2.511 -1.131
C18 0.313 3.836 -1.875
C19 1.465 4.005 -2.858
C20 1.588 2.812 -3.831
N3 1.626 1.498 -3.118
O6 2.854 1.370 -2.560
C21 0.408 2.847 -4.830
C22 2.832 3.030 -4.727
C23 0.935 0.090 -1.126
H30 -0.628 0.583 -3.732
H31 -1.245 0.091 -2.184
H32 -1.461 1.751 -2.694
H33 1.292 2.585 -0.450
H34 -0.445 2.376 -0.495
H35 -0.648 3.900 -2.392
H36 0.327 4.661 -1.156
H37 1.326 4.934 -3.421
H38 2.399 4.128 -2.297
H39 0.439 1.986 -5.504
H40 0.453 3.747 -5.450
H41 -0.570 2.868 -4.351
H42 3.750 3.155 -4.147
H43 2.722 3.936 -5.329
H44 2.973 2.191 -5.415
H45 1.090 -0.823 -1.711
H46 0.115 -0.099 -0.428
H47 1.822 0.259 -0.510
C24 1.480 -3.931 -1.821
C25 2.541 -4.658 -0.950
C26 3.801 -3.778 -0.796
C27 4.689 -3.742 -2.036
C28 5.019 -5.155 -2.497
C29 3.758 -6.014 -2.727
N4 2.834 -5.995 -1.552
O7 3.379 -6.777 -0.589
C30 3.026 -5.512 -3.993
C31 4.199 -7.450 -3.103
C32 1.884 -4.759 0.450
H48 0.946 -4.624 -2.478
H49 0.704 -3.455 -1.215
H50 1.916 -3.142 -2.439
H51 4.407 -4.142 0.042
H52 3.513 -2.753 -0.536
H53 4.208 -3.176 -2.837
H54 5.617 -3.211 -1.803
H55 5.610 -5.105 -3.418
H56 5.665 -5.632 -1.749
H57 2.099 -6.070 -4.158
H58 3.650 -5.650 -4.880
H59 2.782 -4.451 -3.966
H60 4.845 -7.902 -2.347
H61 4.771 -7.447 -4.036
H62 3.333 -8.102 -3.249
H63 0.990 -5.391 0.424
H64 1.581 -3.770 0.805
H65 2.565 -5.158 1.206

Its expectation value of S² is 3.76. As for the multiplicity: 4. As for the LUMO energy (spin up / spin down): 2.15 / 1.48 eV. The value obtained for the HOMO-LUMO gap (spin up / spin down) is 6.30 / 5.62 eV. As for the charge: -1.

Mulliken population analysis, charges in e, atoms 1 to 8: -0.47 -0.42 -0.53 0.76 0.06 -0.62 0.18 0.26

***

Q: Which of these has the lowest charge?
A: C32H65BFN4O7P